Entry 1:
An isolated molecule of C3H6N2O2S at a distorted geometry. Source: OMol25; level of theory: the ωB97M-V functional and the def2-TZVPD basis.

Its frontier orbital gap is 0.35204 Eh. The molar mass comes out at 134.16 g mol⁻¹. The calculation puts the relative energy (zero: lowest compared OMol25 entry of this formula, charge and spin) at 5.0188 eV. As for the SMILES: C[C@@H]1ONC(=O)NS1. Its HOMO energy is -9.11 eV. Its total charge is 0.

Geometry (Å):
C -1.581 -0.288 0.963
C -1.078 -0.022 -0.556
C 1.759 0.103 -0.149
H -1.769 -1.216 0.992
H -0.621 -0.056 1.483
H -2.403 0.401 1.108
H -1.864 0.107 -1.181
H 1.462 -1.746 -0.972
H 1.737 2.045 0.788
N 0.876 -0.953 -0.654
N 1.171 1.211 0.208
O -0.466 -1.025 -1.157
O 2.936 -0.187 -0.044
S -0.160 1.626 -0.828

Entry 2:
An isolated molecule of C3H6N2O2S at a distorted geometry. Source: OMol25; level of theory: the ωB97M-V functional and the def2-TZVPD basis.

Its frontier orbital gap is 0.37800 Eh. The molar mass comes out at 134.16 g mol⁻¹. The calculation puts the relative energy (zero: lowest compared OMol25 entry of this formula, charge and spin) at 1.6265 eV. As for the SMILES: [H]/N=C(/N)OCSC=O. Its HOMO energy is -9.62 eV. Its total charge is 0.

Geometry (Å):
C 1.081 0.910 0.653
C -0.938 0.494 -0.645
C -1.484 -2.166 -0.978
H 1.040 0.182 2.557
H 2.494 1.023 2.075
H 1.521 1.075 -1.210
H -1.979 0.358 -0.393
H -0.795 1.406 -1.195
H -2.019 -1.726 -0.101
N 1.492 0.873 1.967
N 1.887 1.234 -0.277
O -0.248 0.565 0.600
O -1.565 -3.310 -1.327
S -0.486 -0.919 -1.725

Entry 3:
An isolated molecule of C3H6N2O3 at a distorted geometry. Source: OMol25; level of theory: the ωB97M-V functional and the def2-TZVPD basis.

Its frontier orbital gap is 0.37282 Eh. The molar mass comes out at 118.09 g mol⁻¹. The calculation puts the relative energy (zero: lowest compared OMol25 entry of this formula, charge and spin) at 3.7444 eV. As for the SMILES: [H]/N=C\N(O)CC(=O)O. Its HOMO energy is -9.92 eV. Its total charge is 0.

Geometry (Å):
C -0.981 0.625 -0.391
C 0.166 1.630 -0.079
C -0.053 -0.879 1.230
H -0.028 -1.319 -1.875
H -1.818 0.840 0.269
H -1.395 0.807 -1.398
H 1.341 0.393 -1.063
H -0.438 0.045 1.820
H 1.103 -2.421 1.115
N -0.543 -0.799 -0.099
N 0.753 -1.717 1.678
O 0.416 -1.091 -1.094
O 1.382 1.337 -0.760
O 0.095 2.547 0.650

Entry 4:
C3H6N2O3 as an isolated structure at a distorted geometry. Source: OMol25; level of theory: the ωB97M-V functional and the def2-TZVPD basis.

Its frontier orbital gap is 0.37141 Eh. The molar mass comes out at 118.09 g mol⁻¹. The calculation puts the relative energy (zero: lowest compared OMol25 entry of this formula, charge and spin) at 9.5710 eV. Its HOMO energy is -9.61 eV. Its total charge is 0.

Geometry (Å):
C 0.161 1.752 -0.201
C -0.272 -1.474 -0.540
C 0.527 -0.870 1.829
H -1.106 1.803 0.326
H 0.598 2.669 -1.303
H 0.770 2.360 0.855
H -0.224 0.098 -1.953
H -1.455 -1.674 -2.100
H 1.273 -1.306 2.542
N -0.151 -0.130 -0.873
N -1.240 -2.253 -1.041
O 0.978 0.705 -0.455
O 0.303 -1.737 0.686
O -0.161 0.055 2.230

Entry 5:
A 2-piece molecular cluster, C3H6N2O3 overall at a distorted geometry. Source: OMol25; level of theory: the ωB97M-V functional and the def2-TZVPD basis.

Its frontier orbital gap is 0.29563 Eh. The molar mass comes out at 118.09 g mol⁻¹. The calculation puts the relative energy (zero: lowest compared OMol25 entry of this formula, charge and spin) at 3.7591 eV. Its HOMO energy is -7.85 eV. Its total charge is 0.

Geometry (Å):
C 0.057 1.012 0.192
N 0.789 0.890 -0.939
C -0.286 -1.164 0.375
N -1.112 1.671 0.241
C 1.361 -0.513 -0.885
O 0.078 -1.629 1.597
O -1.286 -1.550 -0.184
O 2.385 -0.746 -0.294
H -0.530 -2.351 1.845
H 0.316 1.114 -1.808
H 0.626 0.953 1.113
H -1.685 1.585 1.066
H -1.638 1.818 -0.608
H 0.924 -1.090 -1.711

Entry 6:
C3H6N2O3 as an isolated structure at a distorted geometry. Source: OMol25; level of theory: the ωB97M-V functional and the def2-TZVPD basis.

Its frontier orbital gap is 0.34975 Eh. The molar mass comes out at 118.09 g mol⁻¹. The calculation puts the relative energy (zero: lowest compared OMol25 entry of this formula, charge and spin) at 3.9665 eV. Its HOMO energy is -9.02 eV. Its total charge is 0.

Geometry (Å):
C 0.804 -1.423 0.377
N 0.095 0.806 0.323
C -0.944 -0.876 0.469
C 1.193 -0.144 -0.154
N -0.292 1.766 -0.639
O -1.556 -0.985 -0.724
O -1.497 -1.007 1.533
O 1.829 0.162 -1.138
H -1.807 -0.088 -1.025
H 0.058 1.067 1.309
H 0.451 1.844 -1.339
H -0.355 2.677 -0.192
H 1.074 -2.271 -0.249
H 0.945 -1.528 1.448

Entry 7:
An isolated molecule of C3H6N2OS at a distorted geometry. Source: OMol25; level of theory: the ωB97M-V functional and the def2-TZVPD basis.

Its frontier orbital gap is 0.35297 Eh. The molar mass comes out at 118.16 g mol⁻¹. The calculation puts the relative energy (zero: lowest compared OMol25 entry of this formula, charge and spin) at 2.7930 eV. As for the SMILES: CS/N=C\NC=O. Its HOMO energy is -8.80 eV. Its total charge is 0.

Geometry (Å):
C -2.881 -0.460 0.010
C 0.546 1.085 -0.004
C 2.891 -0.029 -0.217
H -3.163 -0.314 -1.050
H -3.042 0.217 0.822
H -3.175 -1.572 0.154
H 1.146 2.045 0.159
H 1.236 -0.962 0.712
H 3.259 0.972 -0.471
N -0.684 0.957 -0.126
N 1.481 -0.069 0.193
O 3.505 -1.121 -0.054
S -1.118 -0.750 -0.127

Entry 8:
C3H6N2OS as an isolated structure at a distorted geometry. Source: OMol25; level of theory: the ωB97M-V functional and the def2-TZVPD basis.

Its frontier orbital gap is 0.33293 Eh. The molar mass comes out at 118.16 g mol⁻¹. The calculation puts the relative energy (zero: lowest compared OMol25 entry of this formula, charge and spin) at 4.9387 eV. Its HOMO energy is -9.16 eV. Its total charge is 0.

Geometry (Å):
C 1.947 -0.664 -0.092
C -0.238 0.805 0.079
C -1.058 -0.550 0.195
H 2.440 -0.981 1.119
H 1.347 -1.428 -0.704
H 2.996 -0.164 -0.645
H 1.522 1.428 -0.280
H -0.408 -1.546 0.038
H -3.028 1.448 0.356
N 1.140 0.601 -0.121
N -2.244 -1.039 0.104
O -0.764 1.939 0.084
S -3.653 0.153 -0.134

> Which value of total charge does entry 4 give?

0

> Number 8 is which compound?

C3H6N2OS

Copy entry 7 word for word.
An isolated molecule of C3H6N2OS at a distorted geometry. Source: OMol25; level of theory: the ωB97M-V functional and the def2-TZVPD basis.

Its frontier orbital gap is 0.35297 Eh. The molar mass comes out at 118.16 g mol⁻¹. The calculation puts the relative energy (zero: lowest compared OMol25 entry of this formula, charge and spin) at 2.7930 eV. As for the SMILES: CS/N=C\NC=O. Its HOMO energy is -8.80 eV. Its total charge is 0.

Geometry (Å):
C -2.881 -0.460 0.010
C 0.546 1.085 -0.004
C 2.891 -0.029 -0.217
H -3.163 -0.314 -1.050
H -3.042 0.217 0.822
H -3.175 -1.572 0.154
H 1.146 2.045 0.159
H 1.236 -0.962 0.712
H 3.259 0.972 -0.471
N -0.684 0.957 -0.126
N 1.481 -0.069 0.193
O 3.505 -1.121 -0.054
S -1.118 -0.750 -0.127